28
Properties=species:S:1:pos:R:3:mulliken_spin:R:1 method="wB97M-V/def2-TZVPD" spin_multiplicity=3 homo_lumo_gap_ev="8.125 / 9.058" e_lumo_ev="-2.7 / -3.0" homo_ev="-10.859 / -12.088" e_tot_ev=-215291.0148 charge=+1
Ni -1.60 -0.26 0.26 1.574
Br -4.00 0.77 -0.46 0.037
C -4.80 -0.84 0.24 -0.004
Br -3.41 -2.03 0.88 0.019
H -5.33 -1.34 -0.55 0.001
H -5.43 -0.57 1.08 0.000
N 1.16 -0.95 3.14 -0.002
C 0.22 -0.52 2.31 0.020
O -0.12 -1.22 1.33 0.043
C -0.45 0.80 2.56 -0.031
C -0.97 1.35 1.23 0.246
H 1.58 -1.86 2.99 -0.001
H 1.45 -0.40 3.93 0.000
H 0.22 1.47 3.11 0.011
H -1.29 0.59 3.24 0.008
H -0.15 1.77 0.64 -0.007
H -1.73 2.11 1.37 0.008
S -0.85 -0.34 -1.94 0.073
C 0.82 -0.10 -2.04 -0.004
N 1.47 -0.10 -3.19 0.004
C 2.85 0.37 -3.18 0.000
C 3.35 0.09 -1.76 0.000
S 1.88 0.23 -0.71 0.003
H 0.95 -0.22 -4.05 0.001
H 2.88 1.44 -3.40 0.000
H 3.44 -0.16 -3.92 0.000
H 4.09 0.82 -1.45 0.000
H 3.76 -0.91 -1.67 0.000

=====

24
Properties=species:S:1:pos:R:3:mulliken_charge:R:1 method="wB97M-V/def2-TZVPD" spin_multiplicity=1 homo_lumo_gap_ev=4.437 e_lumo_ev=2.6 homo_ev=-1.842 e_tot_ev=-24857.5769 charge=-1
C 0.30 -0.32 -2.60 -0.554
C -0.90 -1.10 -2.71 -0.638
C -0.72 -2.27 -1.90 -0.414
C 0.62 -2.29 -1.43 -0.629
C 1.24 -1.07 -1.82 -0.685
Cd 1.18 1.29 1.07 0.234
P -0.31 3.24 0.45 -0.370
H 0.48 0.66 -3.05 0.433
H -1.81 -0.81 -3.23 0.367
H -1.46 -3.04 -1.72 0.380
H 2.24 -0.72 -1.55 0.444
H 1.08 -3.07 -0.83 0.351
H -1.62 3.25 1.08 0.074
H -0.55 3.26 -0.96 0.109
H 0.07 4.63 0.59 0.105
C 1.05 -0.03 4.53 -1.065
C -0.14 -0.16 3.63 0.629
N -1.31 -0.40 4.23 -0.401
O -0.12 -0.03 2.37 -0.760
H 0.74 -0.18 5.57 0.319
H 1.48 0.98 4.44 0.321
H 1.80 -0.79 4.28 0.278
H -2.14 -0.51 3.66 0.273
H -1.36 -0.58 5.23 0.198

=====

23
Properties=species:S:1:pos:R:3:mulliken_charge:R:1 method="wB97M-V/def2-TZVPD" smiles=CCP1CC[C@@](C)(Cl)[C@H]1Cl spin_multiplicity=1 homo_lumo_gap_ev=9.798 e_lumo_ev=0.8 homo_ev=-9.030 e_tot_ev=-41803.0062
C 0.98 1.55 -0.35 -1.084
C 0.23 1.48 1.00 -0.626
C 0.54 -0.82 -0.22 -0.532
C 1.59 0.24 -0.70 0.994
C 1.96 0.10 -2.23 -1.571
C -2.51 -1.60 1.39 -1.122
C -1.92 -0.24 1.19 -0.531
P -0.04 -0.32 1.47 0.028
Cl 1.09 -2.66 -0.29 -0.198
Cl 3.04 -0.05 0.26 -0.141
H 0.20 1.82 -1.09 0.283
H 1.69 2.25 -0.55 0.600
H 0.75 2.05 1.75 0.422
H -0.82 1.87 0.83 0.323
H -0.39 -0.90 -0.85 0.366
H 2.34 1.08 -2.54 0.390
H 1.06 -0.10 -2.79 0.355
H 2.74 -0.58 -2.44 0.406
H -2.59 -2.02 2.38 0.349
H -3.59 -1.49 1.05 0.319
H -2.00 -2.31 0.70 0.271
H -2.23 0.62 1.89 0.334
H -2.12 0.04 0.12 0.365

=====

26
Properties=species:S:1:pos:R:3:mulliken_charge:R:1 method="wB97M-V/def2-TZVPD" smiles="CCOP(OCC)OCC=C(F)F" spin_multiplicity=1 homo_lumo_gap_ev=9.882 e_lumo_ev=1.0 homo_ev=-8.901 e_tot_ev=-28334.8816
C 2.35 0.89 -1.12 -0.282
C 3.62 0.12 -0.70 -0.444
C -1.95 -2.30 1.08 -0.981
C -1.94 2.68 0.92 -0.902
C -0.92 -2.33 -0.07 -0.289
C -2.12 1.86 -0.42 -0.218
C 3.54 -1.10 -0.19 0.421
O 1.20 0.09 -1.26 -0.290
O -0.83 -1.11 -0.66 -0.234
O -0.81 1.38 -0.91 -0.259
F 4.60 -1.72 0.35 -0.255
F 2.53 -1.97 -0.15 -0.178
P 0.04 0.17 -0.16 0.125
H 2.19 1.58 -0.20 0.254
H 2.54 1.57 -1.97 0.363
H 4.53 0.73 -0.33 0.232
H -1.78 -3.35 1.54 0.351
H -1.55 -1.53 1.76 0.273
H -2.97 -2.09 0.79 0.270
H -2.49 2.23 1.69 0.312
H -0.91 2.54 1.11 0.269
H -2.21 3.74 0.90 0.312
H -1.47 -2.89 -0.76 0.326
H 0.03 -2.65 0.22 0.313
H -2.56 2.55 -1.12 0.260
H -2.64 0.93 -0.33 0.253

=====

22
Properties=species:S:1:pos:R:3:mulliken_spin:R:1 method="wB97M-V/def2-TZVPD" spin_multiplicity=3 homo_lumo_gap_ev="6.830 / 9.817" e_lumo_ev="1.0 / -0.2" homo_ev="-5.868 / -9.987" e_tot_ev=-12227.8564
C -3.08 -0.80 1.12 0.039
C -3.16 0.09 0.09 0.009
C 0.60 -0.85 -1.30 0.041
C 1.14 2.26 -1.09 0.003
C 0.64 0.70 2.29 0.875
C 1.60 -0.16 -0.48 0.119
C 1.01 1.18 0.02 0.702
O 0.76 1.43 1.25 0.169
F -4.03 -0.22 -0.99 0.000
H -3.57 -1.72 1.03 0.001
H -2.53 -0.39 1.83 -0.033
H 1.17 -1.75 -1.74 -0.007
H 0.26 -0.10 -1.94 -0.002
H -0.14 -1.12 -0.52 -0.021
H 1.53 3.14 -0.58 0.017
H 1.89 1.95 -1.79 0.003
H 0.21 2.44 -1.59 0.032
H 0.00 1.14 3.08 0.023
H 0.55 -0.38 2.19 0.016
H -2.56 0.93 -0.02 -0.006
H 1.97 -0.69 0.39 0.005
H 2.47 0.00 -1.11 0.014

=====

24
Properties=species:S:1:pos:R:3:mulliken_charge:R:1 method="wB97M-V/def2-TZVPD" spin_multiplicity=1 homo_lumo_gap_ev=9.300 e_lumo_ev=0.5 homo_ev=-8.833 e_tot_ev=-33903.9891
C 3.66 -1.64 -0.32 -1.154
C 3.84 -0.20 0.09 0.824
C 2.60 0.57 0.56 -0.724
C -2.37 1.83 0.21 -0.622
C -2.59 0.50 -0.45 0.255
C -3.79 -0.32 0.09 -0.743
C -1.52 -0.58 -0.18 -0.669
H 4.63 -2.12 -0.38 0.343
H 3.17 -1.69 -1.30 0.291
H 3.02 -2.18 0.39 0.338
H 2.31 0.21 1.55 0.364
H 2.88 1.62 0.66 0.327
H 0.78 -0.74 -0.27 0.074
H -2.26 1.71 1.30 0.321
H -3.20 2.52 0.01 0.281
H -2.70 0.65 -1.53 0.301
H -4.68 -0.34 -0.54 0.356
H -4.07 -0.05 1.11 0.327
H -0.83 -0.77 -0.99 0.268
H -0.96 -0.39 0.75 0.317
O 4.92 0.35 0.07 -0.545
F -1.20 2.40 -0.29 -0.247
S 1.18 0.51 -0.56 -0.102
S -2.80 -1.86 0.05 -0.181